No. 1
This record from the OMol25 dataset describes the ion C2H6N with charge +2 in a non-equilibrium geometry. The level of theory is the ωB97M-V functional and the def2-TZVPD basis.

CARTESIAN COORDINATES (ANGSTROEM)
C: 1.144 -0.164 0.094
C: -1.312 0.408 0.033
N: -0.310 -0.370 -0.188
H: 1.800 -0.959 -0.427
H: 1.155 -0.167 1.185
H: 1.629 0.697 -0.345
H: -1.149 1.374 0.564
H: -2.479 0.301 -0.104
H: -0.478 -1.120 -0.813

Its spin multiplicity is 2. As for the net charge: +2. For the strongest force on any atom, the calculation gives 6.1 eV Å⁻¹. The molecular weight is 44.1 g/mol. The HOMO-LUMO gap (spin up / spin down) comes out at 0.4911 / 0.2756 hartree. As for the expectation value of S²: 0.7530.

---

No. 2
This record from the OMol25 dataset describes a cluster of 2 separate species, C6H6N2O2 in total in a non-equilibrium geometry. The level of theory is the ωB97M-V functional and the def2-TZVPD basis.

CARTESIAN COORDINATES (ANGSTROEM)
O: 2.541 2.476 0.290
C: 2.058 1.382 0.110
C: 0.682 1.053 -0.219
C: 0.324 -0.228 -0.394
N: 1.249 -1.266 -0.329
C: 2.541 -1.064 0.095
O: 3.322 -1.985 0.274
N: 2.894 0.262 0.217
H: -0.018 1.883 -0.282
H: -0.695 -0.503 -0.659
H: 0.960 -2.245 -0.345
H: 3.852 0.441 0.440
C: -4.742 0.395 -0.176
C: -5.068 -0.489 0.580
H: -4.493 1.140 -0.913
H: -5.408 -1.252 1.312

As for the net charge: 0. For the strongest force on any atom, the calculation gives 1.7 eV Å⁻¹. The molecular weight is 138.1 g/mol. Its SMILES is O=c1cc[nH]c(=O)[nH]1.C#C. The HOMO-LUMO gap comes out at 0.3733 hartree. The value obtained for the relative energy (zero: lowest compared OMol25 entry of this formula, charge and spin) is 32.79 kcal per mole.

---

Look up the net charge of the first one. +2

---

Copy entry 1 word for word.
This record from the OMol25 dataset describes the ion C2H6N with charge +2 in a non-equilibrium geometry. The level of theory is the ωB97M-V functional and the def2-TZVPD basis.

CARTESIAN COORDINATES (ANGSTROEM)
C: 1.144 -0.164 0.094
C: -1.312 0.408 0.033
N: -0.310 -0.370 -0.188
H: 1.800 -0.959 -0.427
H: 1.155 -0.167 1.185
H: 1.629 0.697 -0.345
H: -1.149 1.374 0.564
H: -2.479 0.301 -0.104
H: -0.478 -1.120 -0.813

Its spin multiplicity is 2. As for the net charge: +2. For the strongest force on any atom, the calculation gives 6.1 eV Å⁻¹. The molecular weight is 44.1 g/mol. The HOMO-LUMO gap (spin up / spin down) comes out at 0.4911 / 0.2756 hartree. As for the expectation value of S²: 0.7530.